A 3-piece molecular cluster, C4H11NO2 overall, computed with ωB97M-V with the def2-TZVPD basis set.

Last column: Löwdin charge in e.
Positions of all 18 atoms, in Å:
H  2.37972  0.27350  -2.60365  0.06
H  -3.54984  -0.48064  1.00962  0.03
O  -1.36941  1.59368  2.06432  -0.06
H  1.40248  -2.45105  0.20970  0.08
C  1.13321  -0.06647  -0.83553  -0.45
H  3.10815  -0.47179  -1.16707  0.04
C  1.26248  -1.58700  0.85971  -0.02
O  -2.96386  -0.41135  0.24796  -0.08
H  -0.56098  2.10986  2.08843  0.04
H  -0.82836  -0.35575  -1.79756  0.09
C  -0.16309  0.42431  -1.40787  -0.06
H  -1.67224  1.22476  2.90499  0.05
H  0.12150  1.00476  -2.29422  0.08
N  1.11253  -0.36214  0.53360  0.04
H  1.39117  -1.93893  1.88938  0.07
H  -2.37907  0.32527  0.51756  -0.01
C  2.28660  0.11507  -1.52686  0.03
H  -0.71097  1.05389  -0.69252  0.06

**Energy above the lowest of the compared OMol25 structures with the same formula, charge and spin**: 60.3 kcal per mole
**Strongest force on any atom**: 2.32 eV/A

---

A 11-piece molecular cluster, C48H100FN16O14 overall, computed with ωB97M-V with the def2-TZVPD basis set.

Last column: Löwdin charge in e.
Positions of all 179 atoms, in Å:
H  -0.98717  9.58756  3.27391  0.09
H  4.87623  2.49521  -1.71409  0.16
C  -3.28136  -7.00252  -5.61355  -0.08
H  -4.31150  1.28834  6.07452  0.08
H  -4.59269  -0.40436  6.51128  0.09
C  5.96592  -2.05931  -0.60025  -0.01
C  5.01221  10.31599  -6.64902  -0.08
H  6.16855  12.06028  -6.99734  0.14
H  -2.34638  -4.05585  -10.13580  0.09
H  -1.29134  2.89482  -0.61762  0.12
N  3.33725  5.61749  0.08951  0.08
C  7.39152  7.40955  -1.31419  -0.31
H  0.87924  -5.05937  3.33431  0.09
N  -2.31809  -7.47683  -4.64260  0.02
C  -1.33415  8.77727  1.10210  -0.08
H  1.60059  -8.11570  -0.88871  0.08
C  1.78826  -7.45675  -1.73423  -0.07
H  -8.10247  -2.44817  5.11390  0.07
O  6.90151  1.15750  -1.25152  -0.10
H  3.63119  -6.75744  1.79656  0.08
F  1.66582  6.54095  1.62273  0.09
C  7.23453  2.43606  0.81953  -0.04
N  -2.68956  0.58480  1.56949  0.01
H  2.95918  -5.72770  -2.12844  0.14
C  -6.79931  -9.32147  3.60628  -0.08
H  -7.45135  1.35801  4.13214  0.14
H  -10.55375  -9.35069  5.10956  0.08
H  0.54520  4.29233  1.37975  0.10
H  2.20805  -8.03426  -2.56103  0.09
H  -2.84540  -6.08636  3.01354  0.09
N  -7.68164  -4.02650  3.77311  0.02
H  -1.10632  7.16343  4.39856  0.10
H  -2.39346  0.81425  3.60297  0.08
H  -7.25545  -10.26478  3.89981  0.07
O  -3.90721  0.69028  -0.30640  0.00
C  -8.94202  -8.19590  4.32930  -0.55
H  -4.92738  -4.10229  5.67880  0.07
C  -1.16367  8.64734  2.64091  -0.07
H  5.45109  -1.09987  -0.53979  0.07
H  -3.29748  -5.91712  -5.68314  0.08
H  -2.22767  -8.47365  -4.50475  0.14
H  7.81434  0.82730  -1.39920  0.11
O  -2.79726  -3.05213  3.60829  0.02
C  -2.57057  -5.86301  -9.00758  -0.55
C  -9.54612  -9.51605  4.72667  -0.02
C  3.34215  -6.15201  -0.22555  -0.55
H  -3.02197  -7.42569  -6.58451  0.06
H  6.47628  3.04011  1.44643  0.08
H  -4.90870  -0.97930  2.10233  0.08
C  -1.57321  7.50036  0.25080  -0.03
H  -5.98995  2.93584  6.23963  0.07
C  -1.48418  -6.74811  -3.85828  -0.52
C  -6.08479  0.42617  5.23748  -0.53
C  -4.38626  -1.14440  1.15725  0.00
H  5.17916  10.66577  -3.72167  0.09
N  -7.67957  -8.19502  3.82490  0.01
H  -5.88776  -9.16135  4.18657  0.08
H  7.37217  8.37493  1.48899  0.05
O  7.28213  12.56237  -4.96183  0.03
H  7.06577  1.33519  1.13440  0.09
C  -2.78084  -5.42650  3.88124  0.00
C  3.84096  7.37150  1.66149  0.09
N  5.07315  7.08694  0.97032  0.14
H  -4.11129  -6.52910  -11.74133  0.09
H  -1.72182  5.14765  -1.27160  0.12
H  2.84002  3.55379  -0.18181  0.13
H  4.07294  10.76669  -6.97743  0.08
C  4.75351  6.00913  0.04070  -0.14
H  6.51360  -2.09808  -1.54459  0.09
H  -1.17840  -0.17571  2.75885  0.08
N  -3.40801  -6.58826  -9.79651  0.01
H  1.99929  -7.05586  1.17756  0.07
C  6.24470  10.65568  -3.96167  -0.02
H  -2.78623  -0.85434  3.11569  0.05
C  -2.18141  -4.10605  3.48524  -0.52
H  -7.99693  -4.56908  2.98120  0.14
H  5.44699  9.75547  -7.47975  0.08
C  8.28873  8.38627  -0.36715  -0.20
H  8.27474  -3.32639  1.45778  0.14
O  -1.48777  4.64992  3.02163  -0.03
C  6.53086  11.60667  -5.09288  -0.55
H  7.43544  6.05880  0.51069  0.14
H  -3.32112  -7.58591  -9.66138  0.14
H  6.79968  10.97072  -3.07755  0.08
C  -2.61085  -4.36313  -9.12188  -0.01
H  -1.69681  7.63132  -0.87417  0.10
C  7.66494  -4.47097  -0.22213  -0.08
O  -5.87364  -5.34516  3.70137  -0.01
H  0.65899  5.87848  -0.70805  0.10
H  -7.71055  3.12754  5.82575  0.09
H  -5.57395  0.85770  7.27265  0.09
H  8.28626  2.77976  1.11065  0.09
N  -0.91785  -4.09832  2.97792  0.01
H  7.80095  5.21592  -1.06939  0.14
H  7.39468  -5.34942  0.36714  0.08
H  -8.70013  -2.25667  3.44874  0.08
N  5.92565  11.37947  -6.29122  0.00
H  9.12458  7.81167  0.17229  0.13
C  -4.36883  -6.10811  -10.76708  -0.07
C  -5.07727  0.55894  6.34713  0.00
C  -2.24528  0.04816  2.83747  -0.08
N  2.71979  -6.39330  -1.40724  0.01
C  6.91963  -2.18469  0.55584  -0.55
C  -0.03275  -5.22140  2.75521  -0.08
H  -8.94958  -9.98104  5.51441  0.08
H  -0.48498  -6.16658  3.04761  0.08
C  -1.63774  6.04994  0.85775  -0.10
H  -9.61068  -10.17654  3.85934  0.08
C  -3.65606  0.10409  0.74274  -0.55
H  8.72115  9.24412  -1.00837  0.13
H  -2.24710  1.42495  1.22156  0.11
N  -1.13177  3.61998  0.09448  -0.10
C  6.96997  2.54611  -0.77419  -0.32
H  5.21871  -2.85575  -0.56094  0.07
O  6.22983  8.09115  -1.83276  -0.07
O  4.10861  -5.19782  -0.11901  0.00
C  -5.89840  -3.67728  5.42186  0.00
H  8.07640  7.18544  -2.22243  0.15
H  3.36697  -8.09769  0.67016  0.09
C  -1.23431  7.21893  3.25754  -0.01
C  -6.72376  2.86259  5.43984  -0.08
H  -3.60403  -3.99218  -8.85964  0.09
C  -1.91486  4.86192  -0.16403  -0.18
N  7.66009  -3.31966  0.65589  0.01
O  5.50284  4.49570  -1.64287  -0.08
C  5.51903  3.16839  -1.03273  -0.10
H  4.94144  3.25332  -0.04144  0.11
H  4.81943  9.64111  -5.81765  0.07
C  3.06133  -7.08085  0.92454  -0.01
H  0.83737  2.85674  0.25701  0.13
H  -1.27291  9.80367  0.60194  0.09
C  -1.45543  5.92758  2.38668  -0.21
H  -1.88728  -3.92946  -8.43070  0.08
H  0.62073  4.36441  -1.80518  0.14
O  -0.72275  -7.31737  -3.08098  0.00
H  -9.49387  -3.40594  4.55045  0.09
H  -6.45826  3.55455  4.63752  0.08
N  -6.79702  1.52866  4.88316  0.01
H  6.96914  -4.36213  -1.05106  0.07
H  0.22134  -5.25224  1.69306  0.08
N  5.70787  5.48044  -0.74045  -0.09
O  7.04229  -1.29882  1.39753  0.00
O  -6.27477  -0.63561  4.65562  0.01
O  -9.55231  -7.13965  4.44830  0.01
H  -0.80723  -4.81008  -3.28829  0.08
H  -6.55951  -3.78040  6.28539  0.09
H  -6.54330  -9.35533  2.54488  0.08
H  -7.34489  -7.26974  3.58251  0.11
H  -5.35859  -6.46615  -10.47557  0.08
C  -1.52991  -5.24898  -3.97744  0.00
H  -4.26951  -7.36425  -5.31839  0.08
H  -5.75859  -2.62294  5.17235  0.05
H  -0.66780  4.63922  3.57864  0.11
H  3.69379  8.14330  2.48285  0.17
O  -1.81355  -6.43606  -8.23299  0.01
H  0.85043  -7.00209  -2.05777  0.04
H  5.82057  7.50335  -2.50428  0.10
H  -1.26751  -4.94471  -4.99299  0.08
N  7.48078  9.04065  0.71251  -0.02
C  -6.46928  -4.41438  4.24252  -0.52
C  -8.53591  -2.96685  4.26198  -0.07
H  -2.18168  -5.89021  4.66868  0.09
C  2.58811  4.57326  -0.65877  -0.11
H  8.67805  -4.59952  -0.61048  0.08
H  -2.52403  -4.88085  -3.71549  0.09
H  6.56498  9.64629  -4.22821  0.07
H  -3.03046  4.56721  -0.09048  0.14
H  -0.58869  -3.17391  2.73725  0.14
H  -4.38091  -5.02231  -10.83296  0.08
C  0.30462  3.87982  0.34446  -0.23
C  1.01455  4.80076  -0.80990  -0.13
N  2.90022  6.45948  1.08701  -0.06
H  -5.12394  -1.39999  0.39552  0.09
H  -3.68553  -1.97641  1.25230  0.08
H  3.01706  4.51960  -1.73083  0.15
C  7.10301  6.00154  -0.59100  -0.05
H  -3.78901  -5.26262  4.26466  0.04
H  6.56576  9.35685  0.36747  0.06
H  7.82167  3.03195  -1.35471  0.14

**Total charge**: +1
**Electronic energy**: -106606.641 eV
**Strongest force on any atom**: 6.72 eV/A

---

One molecule with the formula C3H6ClFN2, computed with ωB97M-V with the def2-TZVPD basis set.

Last column: Löwdin charge in e.
Positions of all 13 atoms, in Å:
F  -1.69010  1.27661  -0.02512  0.00
N  0.74437  0.04839  1.66635  0.04
H  1.69751  -0.61504  1.62583  0.17
H  1.70224  0.35435  -0.35524  0.15
Cl  0.15941  2.09526  -1.88928  0.60
N  -1.14047  -1.44724  -0.31561  0.03
H  -2.06890  -1.60708  -0.70078  0.06
H  -0.90585  -1.54728  0.74701  0.11
C  -0.37807  1.05773  -0.45221  -0.72
H  0.30755  -0.39731  -1.93814  0.16
C  -0.22477  -0.35317  -0.81747  -0.31
C  0.71876  0.32810  0.25935  -0.33
H  1.07834  0.80669  2.19531  0.05

**Energy above the lowest of the compared OMol25 structures with the same formula, charge and spin**: 81.1 kcal per mole
**Strongest force on any atom**: 5.63 eV/A